{
  "formula": "C25H63BrN5O12P",
  "method": "wB97M-V/def2-TZVPD",
  "spin_multiplicity": 1,
  "gap_ev": 7.555,
  "elements": ["C", "C", "H", "H", "C", "H", "H", "C", "C", "C", "O", "O", "O", "O", "H", "H", "N", "H", "H", "C", "C", "H", "C", "H", "C", "O", "H", "C", "H", "H", "H", "H", "H", "H", "H", "H", "H", "H", "H", "C", "H", "C", "H", "H", "C", "C", "H", "H", "H", "H", "O", "H", "H", "C", "C", "H", "H", "C", "C", "H", "O", "P", "C", "C", "H", "H", "H", "H", "H", "H", "H", "H", "H", "N", "H", "H", "H", "H", "H", "O", "N", "C", "H", "H", "H", "H", "N", "H", "C", "O", "H", "H", "H", "H", "H", "Br", "N", "H", "H", "O", "C", "H", "H", "O", "H", "C", "O"],
  "positions_angstrom": [[-1.78, -5.99, 5.80], [-5.05, 6.17, -0.24], [0.42, -6.96, 2.47], [0.68, 4.34, -7.70], [-0.04, 2.13, -5.29], [-0.09, 3.00, -5.95], [0.80, 1.48, -5.56], [-0.18, -10.85, -0.52], [-0.61, -7.33, 2.49], [1.93, 4.16, -3.89], [-1.84, -5.72, 7.25], [-2.43, 6.09, -2.47], [-1.86, -2.76, 3.83], [-0.96, -6.12, 0.32], [-1.15, -6.74, -1.62], [-2.58, -8.80, 1.50], [-2.76, -4.78, 7.55], [2.00, 1.97, -3.65], [5.48, 3.37, 2.97], [4.01, 1.69, 4.71], [-1.47, -6.38, 1.63], [-2.72, 3.25, 1.57], [-3.07, 4.25, 1.30], [-0.18, -10.92, -1.61], [-1.87, 7.31, -2.00], [2.08, 2.81, -7.91], [1.23, 2.85, -2.36], [1.51, 3.74, 1.36], [-1.65, 4.31, -3.07], [-2.23, -9.59, 3.05], [0.17, -11.79, -0.11], [0.75, 3.39, 0.65], [1.23, 3.35, 2.35], [-4.14, 6.76, -0.18], [4.47, -0.39, 4.90], [2.69, 2.67, 3.52], [4.09, 2.67, -7.67], [0.50, -10.04, -0.25], [-0.80, 7.37, -2.22], [-1.18, -7.17, -0.61], [1.62, -0.55, 2.10], [-1.84, -9.41, 2.04], [-1.47, -5.40, 2.14], [-0.37, -7.89, -0.55], [-4.59, 4.19, 1.03], [3.29, 3.35, -7.36], [-0.96, 1.57, -5.44], [-0.94, -7.26, 3.53], [-5.88, 6.87, -0.36], [-2.71, -11.26, 1.37], [2.77, 3.23, 0.96], [-1.79, 3.13, -0.97], [2.81, 4.38, -3.28], [-1.74, -10.76, 1.29], [4.08, 0.27, 4.11], [-5.04, 3.66, 1.88], [4.63, 4.04, 0.80], [2.31, 0.20, 2.50], [1.22, 3.80, -8.48], [3.52, 4.35, -7.75], [0.01, 2.56, -3.94], [-0.89, -3.58, 5.04], [3.24, 3.34, -5.82], [-1.65, 4.93, -2.16], [4.24, 3.56, -5.43], [-2.03, 7.42, -0.92], [1.45, 4.32, -5.86], [-4.84, 3.59, 0.15], [3.09, 0.37, 1.76], [-2.92, 4.89, 2.18], [-3.35, -4.53, 6.72], [0.48, 3.28, -9.10], [-2.17, -3.92, 7.79], [-2.19, 4.78, 0.26], [-2.53, -2.21, 4.33], [-5.03, 5.50, -1.11], [1.77, 4.50, -9.11], [2.97, 2.33, -5.51], [-0.99, -11.41, 1.75], [-1.51, -10.55, -0.11], [-0.54, -8.75, 2.12], [3.89, 3.87, 1.59], [3.25, 1.68, 5.50], [-0.07, -8.82, 1.23], [-2.52, -6.68, 1.58], [-2.40, 5.77, 0.14], [2.30, 4.34, -5.30], [4.96, 1.92, 5.19], [4.52, 2.95, 2.65], [-2.58, -6.99, 5.34], [4.80, 0.19, 3.29], [1.73, 1.10, 2.68], [4.71, 1.99, 2.17], [-2.15, -7.65, -0.47], [-3.33, 3.93, -1.31], [1.26, -2.80, 4.65], [3.65, 2.80, 3.82], [1.20, 4.95, -3.67], [1.49, 4.83, 1.38], [2.82, -0.29, 3.73], [-2.29, 4.10, -1.03], [-2.38, 8.13, -2.50], [-0.61, 5.18, -1.93], [-5.24, 5.46, 0.98], [3.62, 4.85, 2.01], [1.33, 2.82, -3.45], [-0.92, -5.32, 4.82]]
}